A molecular structure, C20H56AsF6O16S8 in a non-equilibrium geometry. Source: the OMol25 dataset; level of theory: ωB97M-V with the def2-TZVPD basis set.

Properties
Largest force on an atom   0.041 Eh/bohr
Highest occupied orbital energy   -0.249 Eh
Relative energy (zero: lowest compared OMol25 entry of this formula, charge and spin)   0.0 kcal per mole
Molecular weight   998.1 g mol⁻¹
Energy   -8020.0505 a.u.
Total charge   -1
Lowest unoccupied orbital energy   1.6 eV

Geometry as XYZ:
```
107
Properties=species:S:1:pos:R:3:mulliken_charge:R:1
As -7.59257 6.19303 -27.09725 2.206
F -7.21048 6.77606 -28.68627 -0.459
F -9.29892 6.45687 -27.36406 -0.462
F -8.00217 5.64449 -25.50758 -0.536
F -5.95133 5.88005 -26.75017 -0.506
F -7.41026 7.80900 -26.52372 -0.529
F -7.76132 4.59494 -27.72454 -0.526
O -7.40549 10.42771 -28.04539 -0.388
S -8.74753 10.46732 -28.54171 1.183
O -9.84410 10.65678 -27.66869 -0.632
O -8.77688 11.65202 -29.58742 -0.448
C -7.77301 11.68751 -30.61635 0.351
C -8.46179 11.66429 -31.95425 -1.225
C -8.99902 9.04729 -29.57380 0.449
H -7.06387 10.86546 -30.49306 -0.339
H -7.16604 12.58914 -30.52099 0.414
H -7.74386 11.79442 -32.76476 0.340
H -9.16504 12.49503 -32.03036 0.371
H -9.00434 10.73458 -32.12690 0.246
H -9.24831 8.25880 -28.86964 -0.340
H -8.04744 8.86033 -30.06024 -0.470
H -9.79824 9.25581 -30.27811 0.505
O -5.52125 10.46947 -33.23795 -0.611
S -4.42822 11.01120 -32.50566 1.230
O -4.33369 12.37529 -32.11689 -0.641
O -4.20968 10.10696 -31.20344 -0.173
C -4.87343 8.81712 -31.20744 -0.183
C -4.49704 8.13007 -29.92354 -0.702
C -2.91700 10.57145 -33.33578 -1.028
H -4.50570 8.24012 -32.06210 0.514
H -5.95070 8.92049 -31.32000 0.155
H -5.09069 7.24780 -29.69714 0.047
H -4.70958 8.80557 -29.09021 -0.084
H -3.42377 7.95048 -29.87614 0.400
H -2.95384 10.96987 -34.34718 0.386
H -2.91134 9.48441 -33.39973 0.307
H -2.08538 10.94160 -32.74714 0.314
O -13.01369 4.14647 -30.85060 -0.662
S -12.30326 5.08952 -30.05018 1.184
O -12.03317 6.41756 -30.50438 -0.586
O -13.11996 5.16663 -28.69339 -0.353
C -12.96676 6.32637 -27.83806 0.301
C -13.04114 5.85793 -26.41043 -1.029
C -10.78730 4.36428 -29.49919 -0.085
H -13.77755 7.02011 -28.05974 0.276
H -12.02493 6.83229 -28.05262 -0.050
H -13.09102 6.71634 -25.74247 0.320
H -12.20036 5.21861 -26.13973 0.059
H -13.94338 5.25885 -26.26784 0.419
H -11.02156 3.54406 -28.83022 0.333
H -10.22012 5.15947 -29.01963 -0.172
H -10.29517 4.04618 -30.41598 0.011
O -10.43661 1.02135 -23.10132 -0.663
S -9.74365 2.17367 -23.57217 1.183
O -9.83255 3.40075 -22.84050 -0.600
O -8.24666 1.75530 -23.68223 -0.368
C -7.32320 2.79055 -24.12405 0.354
C -5.92126 2.40945 -23.71721 -1.367
C -10.19886 2.46284 -25.26225 -0.553
H -7.67518 3.72823 -23.70050 0.195
H -7.35740 2.84805 -25.21337 0.142
H -5.72283 2.48493 -22.64907 0.367
H -5.21334 3.00419 -24.29026 0.240
H -5.77565 1.35392 -23.96332 0.376
H -9.47359 3.14416 -25.70063 -0.080
H -11.22086 2.82713 -25.21708 0.335
H -10.13852 1.49869 -25.76193 0.401
C -3.74667 8.10578 -23.16186 -0.969
S -2.98975 7.11424 -24.46638 0.669
O -1.67639 6.66172 -23.94075 -0.719
C -4.09332 5.71692 -24.26616 -0.925
H -3.52438 7.60294 -22.22016 0.387
H -4.82388 8.13059 -23.32744 0.186
H -3.32501 9.10743 -23.16255 0.366
H -3.97477 5.34571 -23.24502 0.479
H -3.73642 4.93926 -24.93943 0.404
H -5.13323 5.96114 -24.46895 0.076
C -8.91844 7.75481 -23.22425 -0.296
S -10.55057 8.47672 -23.19333 0.394
O -10.36845 9.91361 -22.85593 -0.666
C -10.82088 8.36694 -24.96468 -0.227
H -8.35628 8.17746 -24.05930 -0.107
H -8.95947 6.67245 -23.34643 0.094
H -8.41916 8.02450 -22.29548 0.439
H -10.08685 8.97282 -25.49773 0.057
H -11.81002 8.79256 -25.13542 0.428
H -10.75862 7.32758 -25.28487 -0.129
C -4.53460 11.78025 -28.35396 -0.353
S -3.44500 10.91935 -27.20131 0.539
O -2.65488 12.03110 -26.59832 -0.721
C -4.72227 10.48468 -26.02915 0.302
H -5.33582 11.13019 -28.67979 -0.368
H -3.84789 12.11477 -29.13462 0.286
H -4.79231 12.71846 -27.86081 0.509
H -4.28991 9.83737 -25.26590 -0.321
H -5.50760 9.88492 -26.49555 -0.221
H -5.12277 11.39208 -25.58043 0.355
C -6.62639 4.00409 -30.81706 -0.671
S -6.60064 2.92185 -32.23838 0.442
O -6.13036 1.60673 -31.73309 -0.639
C -8.39086 2.80852 -32.41377 -0.876
H -5.59935 4.16049 -30.49314 0.398
H -7.27361 3.65047 -30.01700 0.124
H -6.99570 4.99893 -31.09167 0.276
H -8.77554 2.21178 -31.58601 0.270
H -8.59316 2.27378 -33.33975 0.415
H -8.82027 3.80817 -32.41432 0.249
```

***

7 unconnected molecules or ions with the total composition C20H56ClN2O18S4 in a non-equilibrium geometry. Source: the OMol25 dataset; level of theory: ωB97M-V with the def2-TZVPD basis set.

Properties
Largest force on an atom   0.095 Eh/bohr
Highest occupied orbital energy   -0.461 Eh
Molecular weight   776.4 g mol⁻¹
Energy   -4311.6051 a.u.
Total charge   +1
Lowest unoccupied orbital energy   -4.4 eV

Geometry as XYZ:
```
101
Properties=species:S:1:pos:R:3:mulliken_charge:R:1
C 3.19104 3.35078 1.20215 -1.144
C 2.55355 2.34195 2.29194 0.226
C 1.07508 2.50397 2.33586 -0.087
O 0.63577 3.64581 3.00164 -0.510
C -0.74229 3.74011 3.10312 -0.512
N 2.80842 0.86835 1.77959 0.087
H 1.95798 0.48870 1.38880 -0.283
H 3.51018 0.71332 1.06995 0.246
H 3.14315 0.28242 2.53108 0.420
H 2.77328 4.35673 1.24254 0.466
H 3.02410 3.04409 0.16959 0.068
H 4.24266 3.33263 1.48829 0.389
H 3.06880 2.52862 3.23415 0.580
H 0.73838 1.64699 2.91922 0.026
H 0.61832 2.46414 1.34698 0.231
H -1.39777 2.94442 3.45712 0.037
H -1.12255 4.12568 2.15716 0.303
H -0.99795 4.46696 3.87412 0.345
C 4.92366 -3.62573 -1.84330 -1.491
C 4.44393 -2.26126 -2.29061 0.207
C 3.37424 -2.22933 -3.38044 -0.664
O 2.14763 -2.89024 -2.95572 -0.239
C 1.16447 -2.71770 -3.89668 -0.788
N 3.94591 -1.38391 -1.08733 -0.053
H 4.36853 -0.47914 -0.93601 0.343
H 2.94432 -1.41449 -1.21374 -0.063
H 4.07906 -1.80652 -0.17971 0.371
H 4.14603 -4.17599 -1.31358 0.423
H 5.70119 -3.60116 -1.07980 0.404
H 5.15075 -4.36726 -2.60924 0.400
H 5.22850 -1.55336 -2.55785 0.387
H 3.75911 -2.68797 -4.29128 0.583
H 3.12017 -1.18516 -3.56281 0.217
H 0.91879 -1.66273 -4.01822 0.268
H 0.33073 -3.29529 -3.49746 0.215
H 1.47341 -3.24388 -4.79990 0.383
Cl 0.13858 -0.92677 -0.35293 1.072
O 0.86784 -2.12129 -0.22026 -0.625
O -0.03882 -0.49165 1.02978 -0.088
O 0.83544 0.06653 -1.11026 -0.285
O -1.08625 -1.19973 -1.08565 -0.720
O -4.35318 2.51113 2.68164 -0.604
S -4.45055 1.98818 1.32243 1.112
O -5.61295 2.33199 0.42817 -0.638
O -3.04414 2.43953 0.58290 -0.172
C -3.06775 2.63554 -0.78111 -0.478
C -1.58493 2.69010 -1.07662 -0.589
C -4.35918 0.12808 1.35248 -0.476
H -3.45650 3.64223 -0.93465 0.283
H -3.45955 1.78362 -1.33682 0.402
H -1.14817 3.68496 -0.98950 0.394
H -1.35651 2.35747 -2.08919 0.421
H -1.00211 2.03375 -0.43038 -0.278
H -3.69272 -0.18218 2.15725 -0.129
H -4.02428 0.04592 0.31846 0.141
H -5.34931 -0.31995 1.43627 0.507
O 2.17624 -2.08135 5.02734 -0.622
S 0.77662 -2.45474 4.55211 1.087
O -0.10315 -3.13554 5.57596 -0.604
O -0.04644 -1.10670 4.00427 -0.333
C -1.44695 -1.06716 4.04294 -0.313
C -1.96756 0.34270 4.23678 -0.667
C 0.80031 -3.37350 2.92048 -0.349
H -1.87575 -1.61664 4.88098 0.718
H -2.00198 -1.65840 3.31460 0.141
H -2.12406 0.81037 3.26473 -0.378
H -1.25085 0.98140 4.75301 0.383
H -2.84491 0.20309 4.86834 0.465
H 1.75004 -3.30231 2.39035 0.247
H 0.04925 -2.86103 2.31932 -0.288
H 0.65196 -4.44073 3.08514 0.498
O 4.20930 3.73078 -4.03873 -0.576
S 3.23137 4.79167 -3.84134 1.142
O 3.10506 5.82322 -4.87969 -0.589
O 1.70518 4.18164 -3.57684 -0.373
C 1.57958 2.93505 -2.99403 0.184
C 1.54581 1.93578 -4.16053 -0.898
C 3.39468 5.62308 -2.22639 -0.588
H 0.82488 2.78929 -2.22118 0.023
H 2.51456 2.70346 -2.48386 0.152
H 0.77541 1.93799 -4.93162 0.379
H 1.40333 0.94512 -3.72882 -0.034
H 2.54157 1.69497 -4.53277 0.461
H 2.98064 6.63138 -2.22511 0.352
H 4.45857 5.65133 -1.99096 0.349
H 2.87408 5.02129 -1.48146 -0.005
O -4.19460 -4.86501 2.22378 -0.599
S -4.07032 -4.83526 0.78090 1.147
O -4.25783 -6.06244 0.04473 -0.632
O -5.00136 -3.59586 0.11123 -0.274
C -5.83314 -3.89518 -1.04214 -0.254
C -6.49968 -2.59855 -1.34506 -1.077
C -2.48532 -3.94563 0.48842 -0.617
H -6.63861 -4.59319 -0.81390 0.314
H -5.37896 -4.52310 -1.80864 0.416
H -5.75344 -1.80922 -1.43552 0.198
H -6.98331 -2.31431 -0.41050 0.265
H -7.16205 -2.65726 -2.20873 0.387
H -2.68345 -2.87837 0.58744 0.069
H -1.99366 -4.33025 -0.40514 0.388
H -1.80708 -4.09406 1.32869 0.259
```